Entry 1:
DFT (ωB97M-V with the def2-TZVPD basis set) results for a structure of composition C27H59F3N16O26P2S in a non-equilibrium geometry.

Calculated values
net charge	0
ΔE to the lowest compared entry with this formula, charge and spin	3.0	kcal/mol

Last column: Mulliken charge in e.
CARTESIAN COORDINATES (ANGSTROEM)
C  -0.828  4.107  1.256  -1.438
C  -2.302  3.743  1.389  -0.052
N  -3.058  4.201  0.211  0.122
C  -4.147  3.390  -0.231  -0.942
C  -5.480  3.965  -0.145  0.890
P  -5.765  5.666  0.513  0.948
C  -5.215  6.818  -0.803  -1.355
C  -4.727  5.974  1.977  -1.284
C  -6.577  3.282  -0.599  -0.848
P  -8.369  3.778  -0.559  -0.171
C  -8.441  5.326  -1.564  -1.140
C  -8.663  4.280  1.192  0.136
C  -9.842  3.527  1.818  -1.294
C  -6.355  1.990  -1.159  0.621
N  -7.302  1.188  -1.662  -0.609
S  -6.568  -0.130  -2.172  0.086
N  -5.052  0.198  -1.802  -0.502
C  -5.056  1.418  -1.246  0.528
C  -3.933  2.161  -0.772  0.136
C  -2.552  1.579  -0.916  0.747
F  -2.465  0.649  -1.875  -0.289
F  -1.614  2.507  -1.213  -0.310
F  -2.136  0.981  0.234  -0.282
H  -0.258  3.334  0.751  0.306
H  -0.748  5.039  0.695  0.328
H  -0.396  4.309  2.231  0.432
H  -2.416  2.671  1.544  0.179
H  -2.683  4.238  2.276  0.428
H  -2.420  4.353  -0.556  0.318
H  -4.965  7.765  -0.331  0.456
H  -4.395  6.464  -1.423  0.285
H  -6.076  6.998  -1.438  0.352
H  -3.750  6.390  1.746  0.402
H  -4.644  5.075  2.577  0.066
H  -5.281  6.702  2.568  0.521
H  -8.875  6.119  -0.960  0.332
H  -9.115  5.131  -2.394  0.435
H  -7.484  5.628  -1.973  0.222
H  -7.753  4.062  1.745  -0.161
H  -8.775  5.359  1.255  0.435
H  -9.990  2.563  1.338  0.391
H  -9.636  3.351  2.872  0.296
H  -10.760  4.103  1.742  0.334
C  -1.707  -2.297  0.044  -0.765
N  -1.505  -3.444  0.969  0.947
O  -0.561  -3.399  1.734  -0.529
O  -2.292  -4.366  0.898  -0.547
H  -0.929  -1.569  0.228  0.298
H  -1.656  -2.697  -0.965  0.190
H  -2.691  -1.884  0.244  0.367
C  -6.966  5.187  6.129  -0.870
N  -6.952  4.747  4.707  0.938
O  -7.616  5.367  3.908  -0.474
O  -6.262  3.782  4.437  -0.548
H  -7.619  6.045  6.219  0.350
H  -7.328  4.354  6.722  0.271
H  -5.944  5.429  6.401  0.303
C  2.611  -3.209  2.401  -0.673
N  3.721  -2.368  2.917  1.036
O  4.267  -2.682  3.954  -0.632
O  4.037  -1.425  2.221  -0.569
H  2.438  -4.024  3.093  0.331
H  1.733  -2.579  2.309  0.390
H  2.928  -3.575  1.432  0.190
C  4.008  -1.306  -0.860  -0.658
N  3.969  -2.152  -2.085  1.050
O  4.972  -2.752  -2.410  -0.510
O  2.912  -2.195  -2.682  -0.596
H  5.002  -1.342  -0.435  0.247
H  3.738  -0.298  -1.158  0.337
H  3.273  -1.716  -0.178  0.123
C  6.357  -5.086  4.463  -0.644
N  6.562  -5.595  3.082  0.903
O  7.688  -5.882  2.732  -0.555
O  5.582  -5.652  2.367  -0.506
H  7.314  -5.071  4.971  0.313
H  5.949  -4.090  4.337  0.237
H  5.648  -5.737  4.964  0.271
C  7.859  -1.800  -2.912  -0.749
N  8.302  -0.382  -2.889  1.033
O  9.444  -0.120  -3.217  -0.522
O  7.484  0.451  -2.551  -0.633
H  8.684  -2.420  -3.236  0.297
H  7.535  -2.062  -1.911  0.170
H  7.028  -1.861  -3.606  0.358
C  8.155  -5.374  -0.586  -0.741
N  8.465  -4.143  -1.365  0.936
O  7.657  -3.764  -2.186  -0.445
O  9.514  -3.584  -1.113  -0.525
H  7.192  -5.748  -0.910  0.301
H  8.949  -6.089  -0.777  0.285
H  8.138  -5.098  0.463  0.248
C  0.622  -5.365  -1.055  -0.638
N  1.993  -4.854  -1.317  0.744
O  2.439  -4.039  -0.532  -0.414
O  2.581  -5.278  -2.283  -0.463
H  0.258  -4.892  -0.153  0.085
H  0.004  -5.121  -1.913  0.324
H  0.695  -6.441  -0.928  0.299
C  8.177  0.137  -6.539  -0.709
N  8.888  -1.168  -6.640  0.928
O  8.385  -2.132  -6.099  -0.505
O  9.931  -1.175  -7.253  -0.552
H  7.269  -0.012  -5.967  0.276
H  8.851  0.831  -6.046  0.262
H  7.962  0.466  -7.551  0.300
C  11.529  1.659  -1.837  -0.689
N  12.819  2.358  -1.579  0.872
O  13.432  2.072  -0.572  -0.532
O  13.172  3.175  -2.403  -0.531
H  11.349  0.968  -1.023  0.308
H  10.755  2.417  -1.895  0.288
H  11.618  1.140  -2.784  0.276
C  -3.780  -5.623  -2.026  -0.759
N  -3.257  -4.283  -2.402  0.920
O  -2.047  -4.137  -2.466  -0.540
O  -4.063  -3.409  -2.606  -0.514
H  -2.939  -6.287  -1.870  0.260
H  -4.358  -5.493  -1.117  0.300
H  -4.413  -5.960  -2.841  0.312
C  2.655  -6.541  -4.977  -0.719
N  2.918  -7.174  -6.299  0.905
O  4.045  -7.550  -6.538  -0.526
O  1.972  -7.273  -7.053  -0.543
H  3.575  -6.516  -4.408  0.317
H  2.283  -5.539  -5.166  0.295
H  1.898  -7.142  -4.484  0.272
C  -10.190  4.374  9.616  -0.720
N  -9.591  5.273  8.591  0.836
O  -10.236  5.515  7.596  -0.497
O  -8.480  5.708  8.823  -0.500
H  -11.170  4.072  9.269  0.309
H  -9.523  3.525  9.728  0.290
H  -10.247  4.936  10.543  0.287

=====

Entry 2:
DFT (ωB97M-V with the def2-TZVPD basis set) results for an isolated molecule of C5H14N2 in a non-equilibrium geometry.

Calculated values
net charge	0
SMILES	CCNCCNC
ΔE to the lowest compared entry with this formula, charge and spin	23.5	kcal/mol

Last column: Mulliken charge in e.
CARTESIAN COORDINATES (ANGSTROEM)
C  0.535  -3.215  0.746  -1.226
C  1.117  -2.052  -0.006  -0.357
N  0.445  -0.812  0.294  -0.245
C  1.029  0.407  -0.234  -0.663
C  0.144  1.604  0.116  -0.621
N  -1.139  1.499  -0.554  -0.388
C  -1.858  2.788  -0.587  -0.862
H  -0.529  -3.320  0.590  0.323
H  1.027  -4.136  0.438  0.366
H  0.592  -3.030  1.816  0.328
H  2.158  -1.906  0.262  0.277
H  1.112  -2.215  -1.100  0.310
H  -0.555  -0.840  0.234  0.190
H  2.022  0.506  0.214  0.371
H  1.109  0.360  -1.318  0.332
H  0.640  2.503  -0.229  0.466
H  0.068  1.586  1.213  0.287
H  -1.778  0.885  -0.063  0.209
H  -1.175  3.561  -0.944  0.310
H  -2.274  3.055  0.394  0.297
H  -2.691  2.771  -1.283  0.295

=====

Entry 3:
DFT (ωB97M-V with the def2-TZVPD basis set) results for the ion C9H17N2O2 with charge +1 in a non-equilibrium geometry.

Calculated values
net charge	+1
SMILES	CC1(C)COCOC2=C1[NH2+]CCN2
ΔE to the lowest compared entry with this formula, charge and spin	87.6	kcal/mol

Last column: Mulliken charge in e.
CARTESIAN COORDINATES (ANGSTROEM)
C  0.931  0.805  -0.200  0.335
C  2.583  0.401  1.637  -0.740
C  1.701  -0.765  1.921  -0.526
C  0.483  1.534  -2.717  -0.094
C  -1.443  0.174  -1.906  -1.216
C  -0.004  0.048  0.486  -0.764
C  -1.248  -0.384  -0.297  1.621
C  -2.478  0.036  0.474  -1.949
C  -1.281  -1.873  -0.489  -1.674
N  2.172  1.007  0.379  -0.194
N  0.275  -0.490  1.806  0.163
O  0.865  1.587  -1.248  -0.521
O  -0.315  0.416  -2.822  -0.350
H  2.562  1.144  2.445  0.325
H  3.624  0.269  1.554  0.440
H  1.925  -1.600  1.253  0.345
H  1.914  -0.938  2.953  0.406
H  0.038  2.565  -2.783  0.263
H  1.462  1.363  -3.185  0.308
H  -1.979  -0.733  -2.166  0.603
H  -2.014  1.087  -1.808  0.443
H  -3.365  -0.278  0.097  0.544
H  -2.614  1.068  0.564  0.478
H  -2.438  -0.335  1.510  0.406
H  -2.218  -2.255  -0.573  0.500
H  -0.761  -2.470  0.307  0.343
H  -0.776  -1.931  -1.488  0.444
H  2.672  1.810  -0.042  0.306
H  -0.252  -1.350  1.788  0.409
H  -0.019  0.090  2.551  0.345